(1)
The following is a DFT calculation (the ωB97M-V functional and the def2-TZVPD basis) of the molecule C4H10N2O at a distorted geometry.

The value obtained for the total energy is -343.06945 hartree. The calculation puts the largest force on an atom at 0.0241 hartree/bohr. The value obtained for the LUMO energy is 0.0251 Eh. The value obtained for the energy relative to the best compared isomer or geometry (same formula, charge and spin) is 82.8 kcal/mol. Its net charge is 0.

Each line ends with the Mulliken charge.
Cartesian coordinates (Å):
1 O 1.505 -1.423 -0.018  -0.544
2 N -1.196 -1.241 -0.051  0.463
3 N -2.466 -1.255 0.167  -1.114
4 C 0.858 -0.211 0.345  0.680
5 C 1.738 1.018 0.180  -1.525
6 C -1.201 1.098 -0.669  -1.408
7 C -0.483 -0.174 -0.359  0.306
8 H -2.118 0.844 -1.195  0.433
9 H 2.100 1.109 -0.842  0.350
10 H -0.614 -2.080 0.098  0.290
11 H -0.592 1.755 -1.283  0.387
12 H -2.815 -2.207 0.267  0.179
13 H 2.374 -1.443 0.396  0.319
14 H 2.593 0.944 0.850  0.435
15 H 0.626 -0.270 1.432  0.083
16 H -1.484 1.627 0.244  0.302
17 H 1.175 1.908 0.441  0.364

Cartesian forces, eV/Å:
O 0.262 -0.163 -0.202
N 0.812 -0.216 0.159
N -1.178 0.105 -0.377
C -0.005 0.326 0.327
C -0.162 -0.358 -0.309
C 0.114 -0.449 0.120
C 0.041 0.024 0.496
H -0.100 0.075 -0.029
H 0.012 0.042 -0.138
H -0.292 0.282 0.089
H 0.086 0.050 -0.008
H 0.476 0.000 -0.114
H -0.055 -0.067 0.052
H 0.060 0.021 0.028
H 0.059 0.046 -0.236
H -0.122 0.121 0.091
H -0.008 0.160 0.054

(2)
The following is a DFT calculation (the ωB97M-V functional and the def2-TZVPD basis) of a cluster of 9 separate species, C4H23O10 in total at a distorted geometry.

The value obtained for the total energy is -918.56681 hartree. The calculation puts the largest force on an atom at 0.1421 hartree/bohr. The value obtained for the LUMO energy is 0.1098 Eh. The value obtained for the energy relative to the best compared isomer or geometry (same formula, charge and spin) is 103.7 kcal/mol. Its net charge is -1.

Each line ends with the Mulliken charge.
Cartesian coordinates (Å):
1 O 2.252 3.511 0.002  -0.687
2 O -0.443 2.920 1.170  -0.661
3 O -2.454 -1.284 3.407  -0.576
4 O 1.167 0.380 2.807  -0.628
5 O 0.066 0.434 -3.342  -0.824
6 O 4.208 0.721 -0.554  -0.657
7 O -1.128 0.704 -0.056  -0.398
8 O 0.829 1.407 -1.297  -1.122
9 O 1.565 -3.798 -0.752  -0.678
10 O 0.750 -1.881 -2.542  -0.637
11 C -2.335 0.216 -0.454  -0.385
12 C -1.885 -1.408 2.341  0.027
13 C -2.709 -1.838 1.114  -0.632
14 C -2.097 -1.326 -0.145  -0.305
15 H 1.259 3.569 0.055  0.303
16 H -1.006 -1.501 -0.171  0.030
17 H 0.995 -0.937 -2.818  0.365
18 H -0.640 2.039 0.728  0.596
19 H 0.611 0.765 -2.497  0.417
20 H -0.271 0.455 -0.576  0.256
21 H 0.965 -3.173 -1.253  0.433
22 H -2.663 -1.929 -0.863  0.328
23 H -2.530 -2.937 1.176  0.318
24 H -0.829 -1.313 2.036  0.373
25 H -2.593 0.327 -1.560  0.140
26 H -3.727 -1.522 1.221  0.361
27 H -0.766 0.697 -3.099  0.266
28 H 1.479 1.070 2.175  0.331
29 H -1.117 3.372 1.477  0.219
30 H 2.431 -3.531 -1.151  0.297
31 H 0.387 2.187 -1.309  0.214
32 H 0.788 -2.339 -3.383  0.253
33 H 3.565 1.166 -1.151  0.301
34 H -3.134 0.746 -0.001  0.430
35 H 3.799 0.615 0.404  0.336
36 H 2.165 2.730 -0.676  0.296
37 H 0.490 0.663 3.364  0.301

Cartesian forces, eV/Å:
O -1.802 -1.884 -2.069
O 5.940 -3.478 -2.456
O 1.527 0.300 -0.118
O 2.529 -0.860 -2.013
O 3.464 -0.764 -1.691
O -1.044 -0.203 2.231
O 1.434 1.635 0.634
O 3.612 -3.780 0.540
O 0.363 0.939 -1.181
O 0.972 0.800 -0.363
C 1.054 -3.117 -1.849
C -2.493 -0.415 -0.809
C 2.114 -0.023 1.735
C -2.173 0.169 -1.397
H 1.132 0.438 0.868
H -0.697 -0.094 -0.355
H -1.178 -1.514 0.541
H -0.692 0.926 0.454
H -0.620 0.860 -0.200
H -0.968 1.166 0.065
H 0.838 -0.641 0.685
H 0.752 0.053 -0.737
H -0.694 0.381 -0.243
H 0.384 0.268 1.100
H 0.738 -0.052 0.815
H -0.658 -0.303 0.225
H -3.249 0.786 0.779
H -0.991 -0.395 0.970
H -5.396 2.865 2.079
H -1.076 -0.373 0.675
H -2.274 3.517 -0.205
H -0.132 -0.183 -0.132
H 0.151 -0.537 1.154
H -0.773 0.111 1.194
H 0.835 0.640 -3.432
H 0.677 1.432 1.558
H -1.607 1.327 0.949

no.,Kohn-Sham gap (eV)
1,8.00
2,9.07